# 1
DFT (wB97M-V/def2-TZVPD) results for a single C19H32N2O2 molecule.

Summary:
Gap between HOMO and LUMO: 9.24 eV
LUMO: 0.65 eV
HOMO level: -8.6 eV
Energy above the lowest of the compared OMol25 structures with the same formula, charge and spin: 1.922 eV

Atoms and positions in Å:
O -0.972 -0.111 4.858
O 2.206 2.340 -0.485
N 2.485 1.481 2.044
N 2.171 0.642 0.973
C 2.034 2.649 4.104
C 1.356 3.963 6.121
C 1.731 0.120 -1.332
C -0.248 3.695 4.230
C -0.160 -1.328 -2.254
C -1.974 -2.351 -4.634
C 0.339 1.721 5.664
C 1.673 1.555 3.146
C -2.357 -3.370 -5.705
C -4.308 -4.723 -6.648
C -0.079 -0.897 -3.717
C 2.060 1.152 -0.280
C -3.839 -3.727 -5.633
C -0.067 0.674 4.642
C 0.863 3.011 5.029
C -3.579 -5.310 -7.579
C -0.488 -2.003 -4.691
C 0.236 -0.221 -1.276
C 0.707 0.653 3.420
H -0.516 1.923 6.311
H 2.129 -0.344 1.178
H 2.145 3.501 6.712
H -2.528 -5.118 -7.702
H 2.360 3.533 3.551
H -2.131 -2.959 -6.691
H -0.721 -0.026 -3.871
H 2.877 2.351 1.690
H -5.363 -4.957 -6.574
H -0.247 -1.677 -5.706
H -0.618 3.042 3.443
H 0.118 4.613 3.775
H 1.982 0.543 -2.303
H -0.019 -0.542 -0.263
H 0.540 4.226 6.789
H 0.945 -0.599 -3.949
H -1.184 -1.625 -2.025
H 0.482 -2.198 -2.098
H 1.747 4.879 5.682
H -4.435 -2.816 -5.749
H 2.325 -0.782 -1.172
H -1.081 3.945 4.883
H -0.341 0.680 -1.492
H 1.123 1.274 6.283
H 2.881 2.312 4.711
H -4.012 -6.017 -8.267
H 0.102 -2.900 -4.486
H -1.760 -4.274 -5.570
H -4.067 -4.124 -4.637
H 0.437 -0.115 2.710
H -2.222 -2.760 -3.652
H -2.562 -1.441 -4.774

These are the natural (NBO) partial charges, in e, on atoms 1 to 6: number 1, O, carries -0.5692; number 2, O, carries -0.6242; number 3, N, carries -0.4233; number 4, N, carries -0.4573; number 5, C, carries -0.4481; number 6, C, carries -0.5978

***

# 2
DFT (wB97M-V/def2-TZVPD) results for a molecular structure, C19H33AsN4O7SSi2Ti at a distorted geometry.

Summary:
Charge: +1
Multiplicity: 2
Gap between HOMO and LUMO (alpha / beta): 5.91 / 5.85 eV
LUMO (alpha / beta): -3.43 / -3.50 eV
HOMO level (alpha / beta): -9.3 / -9.4 eV

Atoms and positions in Å:
As 12.314 9.116 9.325
Ti 9.206 12.282 9.025
S 10.470 13.195 7.028
Si 14.636 9.650 9.664
Si 11.882 7.461 10.982
O 9.560 11.941 7.029
O 7.488 13.232 8.242
O 11.423 12.343 12.444
O 10.236 11.620 10.686
O 6.494 15.236 8.069
O 10.671 13.562 8.493
O 10.062 14.270 6.206
N 7.825 9.378 8.123
N 9.477 8.296 6.071
N 8.895 13.699 10.283
N 8.202 10.329 9.090
C 9.885 13.887 11.228
C 15.397 10.594 8.189
C 10.581 12.557 11.432
C 10.289 7.498 5.806
C 14.666 10.717 11.200
C 6.729 8.726 8.501
C 7.283 10.177 10.079
C 11.990 12.555 6.456
C 9.471 16.291 11.269
C 8.575 16.124 10.167
C 6.295 9.194 9.730
C 12.622 5.829 10.295
C 12.793 7.868 12.603
C 10.118 7.061 11.505
C 15.657 8.101 10.103
C 11.304 6.563 5.301
C 10.243 15.194 11.640
C 8.269 14.828 9.745
C 7.398 14.432 8.626
H 12.035 11.544 6.924
H 16.433 10.226 8.054
H 16.619 8.182 9.616
H 15.179 7.153 9.837
H 9.517 6.992 10.595
H 12.026 4.995 10.641
H 13.873 7.998 12.452
H 7.311 10.789 10.955
H 13.619 5.614 10.712
H 11.854 6.080 6.159
H 11.866 12.572 5.382
H 6.384 7.876 7.916
H 14.104 10.204 11.998
H 10.052 6.151 12.043
H 8.172 16.990 9.633
H 12.834 13.186 6.699
H 15.752 10.822 11.430
H 10.770 5.804 4.690
H 10.972 15.266 12.423
H 12.427 8.831 12.988
H 5.538 8.850 10.402
H 15.430 11.686 8.417
H 15.875 8.103 11.178
H 12.651 5.708 9.192
H 6.179 14.822 7.176
H 9.527 17.265 11.684
H 8.432 9.135 7.351
H 12.605 7.084 13.339
H 9.687 7.859 12.101
H 14.225 11.724 11.114
H 11.781 13.198 12.737
H 14.859 10.410 7.250
H 11.973 7.176 4.703

These are the natural (NBO) partial charges, in e, on atoms 1 to 6: number 1, As, carries -0.3015; number 2, Ti, carries 1.5089; number 3, S, carries 2.3510; number 4, Si, carries 1.3403; number 5, Si, carries 1.3110; number 6, O, carries -0.8992

***

# 3
DFT (wB97M-V/def2-TZVPD) results for a molecular structure, C19H33BrIO4PTa at a distorted geometry.

Summary:
Charge: -1
Gap between HOMO and LUMO: 6.30 eV
LUMO: 2.29 eV
HOMO level: -4.0 eV

Atoms and positions in Å:
Ta 0.396 -0.275 0.732
I 3.290 -2.193 2.755
Br -0.661 -3.812 2.431
P -0.839 -1.569 2.677
O -1.458 1.353 2.685
O 3.114 6.317 -2.880
O 0.007 -1.358 4.101
O 1.881 4.795 -1.781
C 1.185 2.690 -2.730
C 2.322 6.056 -2.020
C -2.430 -4.233 -0.996
C -3.928 -3.031 0.417
C -0.786 1.592 1.416
C 1.676 -2.041 0.054
C -0.808 1.952 3.769
C 1.486 0.994 -0.808
C -1.702 -3.068 -1.217
C 3.677 -3.638 0.161
C 2.492 -2.998 0.917
C -3.550 -4.239 -0.168
C 1.112 4.193 -2.842
C -4.321 -5.508 0.091
C -2.061 -1.856 -0.614
C 1.765 7.083 -1.069
C 0.645 2.135 -1.390
C -1.277 -0.603 -0.826
C -3.202 -1.867 0.202
H 3.780 -4.692 0.420
H 0.977 -2.686 -0.500
H 2.378 1.434 -0.348
H -3.652 -6.367 0.036
H 2.526 7.309 -0.321
H 3.498 -3.574 -0.913
H 1.855 -3.810 1.250
H 0.073 4.527 -2.748
H -0.829 -3.098 -1.857
H -1.956 0.252 -0.834
H 0.621 2.959 -0.675
H -5.143 -5.646 -0.611
H -0.787 -0.630 -1.806
H 0.879 6.719 -0.557
H 1.853 0.347 -1.614
H 1.532 7.989 -1.623
H 0.602 -0.609 3.968
H -1.182 1.496 4.686
H 1.594 0.438 1.948
H -0.118 2.453 1.537
H -4.723 -5.498 1.105
H 2.212 2.355 -2.891
H 0.582 2.283 -3.547
H -1.561 1.876 0.698
H -0.382 1.808 -1.564
H 0.278 1.803 3.719
H 4.619 -3.140 0.385
H 1.495 4.534 -3.805
H -1.005 3.032 3.810
H 2.360 -1.637 -0.702
H -2.107 -5.156 -1.465
H -4.799 -2.995 1.063
H -3.497 -0.946 0.690

These are the natural (NBO) partial charges, in e, on atoms 1 to 6: number 1, Ta, carries 2.0880; number 2, I, carries 0.0257; number 3, Br, carries -0.3076; number 4, P, carries 0.4674; number 5, O, carries -0.5738; number 6, O, carries -0.5724

***

# 4
DFT (wB97M-V/def2-TZVPD) results for a molecular structure, C19H33CdCl2N2O4 at a distorted geometry.

Summary:
Charge: -1
Gap between HOMO and LUMO: 6.67 eV
LUMO: 2.78 eV
HOMO level: -3.9 eV
Energy above the lowest of the compared OMol25 structures with the same formula, charge and spin: 2.069 eV

Atoms and positions in Å:
Cd -0.036 -0.286 -1.401
Cl 2.068 0.484 -0.398
Cl -0.464 0.400 -3.642
O -0.032 2.382 1.761
O -1.810 0.406 -0.090
O -0.617 -1.999 2.470
O -0.145 3.292 -0.888
N 0.402 3.862 -3.036
N -3.470 0.569 1.441
C 3.695 -3.045 1.832
C 1.994 3.833 1.526
C 0.696 -2.876 -1.177
C -0.301 -2.343 -0.452
C 3.817 -4.397 2.158
C -2.185 0.411 1.118
C -1.756 -2.575 -0.664
C -0.502 4.991 -3.096
C 0.489 -3.349 -2.569
C -0.141 -2.758 1.603
C 2.679 -5.196 2.224
C 1.293 -3.284 1.716
C 1.294 2.653 2.173
C -4.477 0.864 0.428
C 1.428 -4.638 2.022
C 0.524 3.124 -1.915
C -3.955 0.490 2.812
C 2.430 -2.484 1.595
C 1.255 3.626 -4.190
H 1.257 2.779 3.264
H -1.074 4.931 -4.024
H -2.331 -2.310 0.231
H -2.122 -1.945 -1.501
H 0.508 -5.247 2.064
H 1.306 4.647 1.282
H -3.145 0.222 3.492
H -1.165 4.959 -2.239
H 0.063 5.927 -3.107
H -1.477 0.267 1.953
H 0.831 -4.367 -2.758
H -0.577 -3.331 -2.815
H 1.282 2.318 -2.003
H 1.966 4.460 -4.326
H 2.333 -1.439 1.258
H 4.806 -4.842 2.335
H 0.638 3.556 -5.101
H 1.702 -2.903 -0.779
H -4.869 1.878 0.577
H -4.029 0.775 -0.564
H -0.081 2.639 0.809
H -2.008 -3.615 -0.867
H 1.847 1.738 1.940
H -4.744 -0.268 2.889
H 2.767 4.229 2.185
H -4.393 1.447 3.124
H 2.751 -6.272 2.435
H 4.594 -2.422 1.766
H -5.310 0.160 0.536
H 1.804 2.687 -4.051
H 1.002 -2.691 -3.271
H -0.784 -3.623 1.298
H 2.480 3.494 0.610

These are the natural (NBO) partial charges, in e, on atoms 1 to 6: number 1, Cd, carries 1.6302; number 2, Cl, carries -0.8460; number 3, Cl, carries -0.8327; number 4, O, carries -0.7711; number 5, O, carries -0.7697; number 6, O, carries -0.7515